[1]
{"formula": "C13H14Cl2N2O4", "method": "ωB97M-V/def2-TZVPD", "energy_ha": -1834.646645, "homo_ev": -8.0859, "homo_lumo_gap_ev": 8.16, "largest_force_ev_per_a": 1.14, "total_charge": 0, "e_above_lowest_kcal_mol": 0.0, "symbols": ["Cl", "Cl", "O", "O", "O", "O", "N", "N", "C", "C", "C", "C", "C", "C", "C", "C", "C", "C", "C", "C", "C", "H", "H", "H", "H", "H", "H", "H", "H", "H", "H", "H", "H", "H", "H"], "positions_angstrom": [[-1.4700, 4.2220, 4.3898], [-3.8477, 3.9142, 2.3677], [1.0895, -2.6573, 0.8304], [-0.3106, -1.6883, -3.6256], [-1.7830, -0.2863, -2.6733], [2.1124, -0.9101, 1.7867], [-0.9282, 0.7882, -0.3565], [0.1610, 0.0851, -0.5808], [2.4987, -1.2288, -0.5138], [-2.3646, 3.0799, 2.1005], [-0.6998, -0.8466, -2.6601], [1.5233, -1.2566, 3.0339], [-1.2444, -1.9106, -4.6716], [1.8036, -1.6947, 0.7472], [-0.1189, 2.5405, 2.7656], [-1.0357, 1.5894, 0.7580], [1.5947, -1.4529, -1.7220], [0.0240, 1.7347, 1.6563], [0.3159, -0.6739, -1.6085], [-2.2313, 2.2709, 0.9868], [-1.3086, 3.2177, 2.9982], [-3.0558, 2.1693, 0.2985], [0.9452, 1.2090, 1.4685], [-0.7651, -2.5967, -5.3646], [1.3426, -2.5138, -1.7926], [1.7034, -2.3095, 3.2582], [0.4463, -1.0803, 3.0022], [-2.1632, -2.3460, -4.2732], [2.1113, -1.1743, -2.6431], [0.6949, 2.6555, 3.4635], [1.9899, -0.6194, 3.7805], [3.4139, -1.8130, -0.6291], [-1.4896, -0.9693, -5.1682], [-1.7149, 0.7304, -1.0060], [2.7607, -0.1784, -0.4035]]}

=====

[2]
{"formula": "C13H14ClN3O3Pt", "method": "ωB97M-V/def2-TZVPD", "energy_ha": -1472.476444, "spin_multiplicity": 5, "homo_ev": [-12.5850, -15.7857], "homo_lumo_gap_ev": [4.54, 3.79], "largest_force_ev_per_a": 4.96, "total_charge": 2, "symbols": ["Pt", "Cl", "O", "O", "O", "N", "N", "N", "C", "C", "C", "C", "C", "C", "C", "C", "C", "C", "C", "C", "C", "H", "H", "H", "H", "H", "H", "H", "H", "H", "H", "H", "H", "H", "H"], "positions_angstrom": [[0.9510, 0.1135, -0.9361], [3.8196, 1.1842, -0.7054], [3.0740, -0.7550, 0.8746], [-0.9325, -2.1003, -0.2883], [0.8901, -2.8001, -1.9412], [-0.0575, -0.4788, 1.0426], [0.6317, 1.3571, 2.2565], [-1.6498, -1.9934, 1.9050], [0.7337, -1.7802, -1.4260], [-2.5168, -3.1693, 1.7240], [-0.0385, 0.1890, 2.2011], [-0.5991, 2.1501, -0.7323], [2.7093, -0.0264, -0.0063], [-0.7343, -0.3294, 3.3129], [-1.2764, 1.1949, -1.5302], [0.7096, 2.3605, -1.2900], [-0.8891, -1.5343, 0.8506], [1.8020, 1.7581, -3.6420], [-0.4306, 0.8326, -2.6253], [0.7969, 1.6109, -2.5417], [-1.5258, -1.4235, 3.1390], [1.7939, 0.8680, -4.2886], [-0.9944, 2.6540, 0.1462], [1.4520, 3.0883, -0.9836], [-0.6799, 0.1698, 4.2789], [1.2060, 1.6712, 1.4814], [-2.5350, -3.4468, 0.6693], [1.5679, 2.6416, -4.2550], [-0.6812, 0.2269, -3.4905], [0.6845, 1.9053, 3.1046], [-2.2925, 0.8345, -1.3801], [-2.1632, -4.0082, 2.3296], [-3.5309, -2.9491, 2.0639], [-2.1118, -1.8971, 3.9251], [2.8170, 1.8817, -3.2425]]}

=====

[3]
{"formula": "C13H14F3HgIN2O3S", "method": "ωB97M-V/def2-TZVPD", "energy_ha": -1987.909377, "homo_ev": -8.4418, "homo_lumo_gap_ev": 6.83, "largest_force_ev_per_a": 2.37, "total_charge": 0, "symbols": ["Hg", "I", "S", "F", "F", "F", "O", "O", "O", "N", "N", "C", "C", "C", "C", "C", "C", "C", "C", "C", "C", "C", "C", "C", "H", "H", "H", "H", "H", "H", "H", "H", "H", "H", "H", "H", "H", "H"], "positions_angstrom": [[0.0426, 0.0617, 0.0041], [-0.2037, 2.2751, 1.2922], [0.8747, -0.5553, 3.0428], [-0.5869, -0.4410, 5.3927], [-1.6899, 0.3549, 3.6809], [-0.0848, 1.5372, 4.6081], [0.2588, -1.1784, 1.7967], [1.3668, -1.6267, 3.8593], [1.8849, 0.4416, 2.8112], [-1.9441, 0.0281, -1.0124], [0.0485, -1.7949, -1.1101], [-1.1263, -3.2109, -2.6013], [-2.8486, 0.9953, -0.8798], [-4.0530, 0.9258, -1.5593], [-0.0637, -4.1041, -2.5997], [-2.1356, -1.0567, -1.7882], [-3.3376, -1.1695, -2.4930], [3.5569, 4.1728, 0.9374], [-1.0646, -2.0432, -1.8406], [1.0874, -2.6451, -1.0822], [-4.3004, -0.1762, -2.3796], [4.7396, 3.2761, 0.5666], [-0.4948, 0.3020, 4.2854], [1.0613, -3.8155, -1.8270], [4.4358, 2.4829, -0.1184], [-0.1153, -5.0130, -3.1946], [-2.5783, 1.8197, -0.2212], [3.8214, 4.8622, 1.7453], [-4.7753, 1.7215, -1.4426], [3.2359, 4.7763, 0.0836], [5.5338, 3.8491, 0.0797], [-5.2358, -0.2626, -2.9275], [1.9151, -4.4796, -1.7920], [5.1703, 2.8040, 1.4531], [-3.5025, -2.0353, -3.1220], [-2.0139, -3.4039, -3.1894], [1.9329, -2.3672, -0.4608], [2.6986, 3.5826, 1.2693]]}

=====

[4]
{"formula": "C13H14N4O2S", "method": "ωB97M-V/def2-TZVPD", "energy_ha": -1271.398814, "homo_ev": -8.9991, "homo_lumo_gap_ev": 8.91, "largest_force_ev_per_a": 5.84, "total_charge": 0, "e_above_lowest_kcal_mol": 92.0, "symbols": ["S", "O", "O", "N", "N", "N", "N", "C", "C", "C", "C", "C", "C", "C", "C", "C", "C", "C", "C", "C", "H", "H", "H", "H", "H", "H", "H", "H", "H", "H", "H", "H", "H", "H"], "positions_angstrom": [[4.6619, -0.4904, -1.8612], [1.4874, 2.8999, -0.9588], [-2.3683, 0.0541, -0.0685], [2.1234, -0.6981, -1.2045], [-3.0953, 3.1624, 1.6845], [-0.8361, 1.6623, 0.3494], [0.2151, 1.0532, -0.5391], [-2.1444, 1.1122, 0.4822], [-4.1233, 1.0239, 1.9981], [-3.0719, 1.8215, 1.3996], [-5.0212, 1.5994, 2.9184], [-4.8987, 2.9475, 3.1930], [3.6410, 1.0177, -1.7434], [-3.9164, 3.6254, 2.5976], [2.9355, -3.6837, -0.1661], [2.3596, 0.6823, -1.3787], [2.1813, -3.4725, -2.6011], [1.2969, 1.6617, -1.1387], [3.1580, -2.9905, -1.4967], [3.1958, -1.4574, -1.4199], [3.7338, -3.3674, 0.5176], [4.0570, 1.9474, -1.9574], [-4.4758, 0.0593, 1.6916], [1.9703, -3.3260, 0.2568], [4.1066, -3.2193, -1.8572], [1.1895, -3.0543, -2.4324], [-5.7844, 1.0624, 3.4948], [2.2728, -3.1149, -3.5836], [-3.7629, 4.6678, 2.7291], [0.2672, 0.0158, -0.5205], [-0.5838, 2.5645, 0.8196], [2.7677, -4.7037, -0.1939], [-5.6352, 3.4600, 3.7412], [2.0970, -4.5225, -2.7515]]}

=====

[5]
{"formula": "C13H14N4O2S", "method": "ωB97M-V/def2-TZVPD", "energy_ha": -1271.439516, "homo_ev": -8.4668, "homo_lumo_gap_ev": 9.08, "largest_force_ev_per_a": 1.27, "total_charge": 0, "e_above_lowest_kcal_mol": 66.4, "symbols": ["S", "O", "O", "N", "N", "N", "N", "C", "C", "C", "C", "C", "C", "C", "C", "C", "C", "C", "C", "C", "H", "H", "H", "H", "H", "H", "H", "H", "H", "H", "H", "H", "H", "H"], "positions_angstrom": [[3.0831, -0.7423, 1.2247], [2.0017, -1.8307, -4.5364], [-1.1479, -1.0600, -1.3817], [0.9532, -1.3908, -0.6549], [1.8483, -1.6959, -3.2076], [0.5623, -1.1851, 0.6583], [1.0372, -0.5131, 2.8343], [1.4634, -0.7825, 1.5841], [0.0277, -1.2824, -1.6294], [-1.8076, 2.9521, 4.3823], [0.8126, -1.7027, -5.1495], [-1.6889, 3.7047, 3.2269], [-0.1495, -1.4775, -4.2044], [-1.1270, 3.1401, 2.0946], [-0.3241, -0.3683, 3.3037], [-1.3649, 1.6411, 4.4045], [-0.6891, 1.8282, 2.1159], [-0.8060, 1.0654, 3.2715], [0.7578, -1.8284, -6.6247], [0.5705, -1.4851, -2.9837], [-0.3613, -0.7414, 4.3314], [0.9133, -2.8663, -6.9176], [-2.0319, 4.7282, 3.2088], [1.5451, -1.2304, -7.0790], [-1.1998, -1.3284, -4.3309], [-0.9806, -1.0022, 2.7009], [-0.2103, -1.4982, -6.9884], [-0.2473, 1.4040, 1.2264], [-0.4335, -0.9832, 0.7045], [-1.0297, 3.7214, 1.1900], [-2.2426, 3.3864, 5.2701], [1.9579, -1.4527, -0.8044], [1.7656, -0.1817, 3.4497], [-1.4578, 1.0579, 5.3097]]}

=====

[6]
{"formula": "C13H15BeBrCl3CsN2O6S", "method": "ωB97M-V/def2-TZVPD", "energy_ha": -5452.502167, "homo_ev": -6.5299, "homo_lumo_gap_ev": 4.07, "largest_force_ev_per_a": 12.43, "total_charge": 0, "e_above_lowest_kcal_mol": 0.0, "symbols": ["Cs", "Br", "Cl", "Cl", "Cl", "S", "O", "O", "O", "O", "O", "O", "N", "N", "C", "C", "C", "C", "C", "C", "C", "C", "C", "C", "C", "C", "C", "Be", "H", "H", "H", "H", "H", "H", "H", "H", "H", "H", "H", "H", "H", "H", "H"], "positions_angstrom": [[0.4299, 5.7293, 0.2844], [1.6504, 3.9209, 1.1965], [-1.2699, -0.7747, -3.5340], [6.2447, -3.8311, 2.6996], [4.0147, -3.3910, -0.7190], [0.5846, 2.5758, -0.8712], [1.3740, 1.5613, 0.0707], [3.4704, -1.7818, -0.0614], [-0.6670, 3.0174, -0.3398], [1.2551, 3.7488, -1.3374], [4.8838, -1.6708, 5.2116], [0.4362, 1.5215, -2.0307], [-6.6212, 0.6520, -2.3819], [-2.8639, -0.5129, 0.6365], [-3.7470, 0.2044, -0.0102], [-1.2888, 0.2111, -1.0644], [-2.2646, 0.9313, -1.7388], [5.6125, -1.7982, 2.9728], [1.1768, 0.1924, -0.3318], [3.9074, -1.7860, 1.2466], [4.5588, -1.7360, 4.0485], [2.8798, -1.7639, 2.2883], [0.1985, 0.1789, -1.4824], [5.2047, -1.8031, 1.5729], [-3.5050, 0.9089, -1.1746], [-1.6447, -0.4745, 0.0647], [3.1701, -1.7426, 3.5930], [-8.9274, 1.1314, -4.0277], [0.4231, -0.5375, -2.2432], [6.6455, -1.7480, 3.2837], [2.1591, -0.1981, -0.5757], [-4.7463, 0.2393, 0.4196], [-4.3039, 1.4632, -1.6480], [-7.4563, 0.3181, -2.9736], [-6.9535, 0.9551, -1.4653], [5.9328, -1.8312, 0.7761], [-2.0318, 1.4685, -2.6351], [-0.8927, -1.0632, 0.5622], [-5.9311, -0.1031, -2.2542], [-6.1645, 1.4332, -2.8540], [2.4071, -1.7074, 4.3572], [0.8063, -0.3528, 0.5246], [1.8531, -1.7547, 1.9447]]}

=====

[7]
{"formula": "C13H15BrO", "method": "ωB97M-V/def2-TZVPD", "energy_ha": -3153.479868, "homo_ev": -8.4475, "homo_lumo_gap_ev": 8.04, "largest_force_ev_per_a": 5.60, "total_charge": 0, "e_above_lowest_kcal_mol": 23.5, "symbols": ["Br", "O", "C", "C", "C", "C", "C", "C", "C", "C", "C", "C", "C", "C", "C", "H", "H", "H", "H", "H", "H", "H", "H", "H", "H", "H", "H", "H", "H", "H"], "positions_angstrom": [[1.6811, -4.0162, 0.0071], [-1.0155, -2.8697, 2.3757], [1.8642, 0.9821, -2.3582], [-1.6885, -0.5390, -1.0699], [-0.1865, 0.1870, 0.7591], [0.9153, 0.2886, -0.2396], [0.2629, 0.6603, 2.2149], [0.1856, -2.6842, 0.2702], [2.2732, -0.2090, 0.0664], [0.7840, 0.9159, -1.4611], [3.3437, -0.0113, -0.7599], [3.1295, 0.6124, -1.9413], [-0.4238, -2.6910, 1.4206], [-2.6089, -0.2741, 1.3612], [-1.4159, -0.1605, 0.3646], [-0.1897, -2.4347, -0.7231], [1.0651, -0.1170, 2.5015], [-2.6836, -1.1067, -1.0032], [-2.0742, 0.2751, -1.7378], [-0.9934, -1.1038, -1.6502], [2.3734, -0.8629, 0.9192], [1.7765, 1.7694, -3.1522], [4.2165, -0.6502, -0.4928], [-2.5840, -1.2885, 1.9128], [-0.0576, 1.5288, -1.6440], [-3.4552, -0.2009, 0.7115], [-2.5385, 0.6524, 1.9590], [0.9071, 1.5747, 2.1697], [-0.5762, 0.7539, 2.7752], [3.9533, 0.6606, -2.6162]]}

=====

[8]
{"formula": "C13H15CoPSe2", "method": "ωB97M-V/def2-TZVPD", "energy_ha": -7031.137006, "spin_multiplicity": 4, "homo_ev": [-6.2430, -7.8410], "homo_lumo_gap_ev": [5.79, 7.12], "largest_force_ev_per_a": 4.73, "total_charge": 0, "e_above_lowest_kcal_mol": 93.1, "symbols": ["Se", "Se", "Co", "P", "C", "C", "C", "C", "C", "C", "C", "C", "C", "C", "C", "C", "C", "H", "H", "H", "H", "H", "H", "H", "H", "H", "H", "H", "H", "H", "H", "H"], "positions_angstrom": [[2.4729, -1.1980, -1.0578], [0.6996, 2.4699, -1.0241], [2.2858, 0.9220, -1.4605], [0.4590, 0.4076, -0.3825], [0.2343, 1.0207, 3.6982], [-2.2824, -0.2469, -0.0066], [-3.4901, -0.8287, -0.4123], [-2.5035, -1.3879, -2.5603], [0.3586, 1.2703, 2.3163], [-3.5936, -1.4103, -1.6829], [0.4394, -1.1255, 1.9017], [0.3930, 0.1923, 1.4253], [3.3058, 2.0567, -2.3164], [-1.2907, -0.8109, -2.1591], [-1.1522, -0.2935, -0.8657], [0.2202, -0.3004, 4.1683], [0.3402, -1.3804, 3.2820], [0.1529, 1.8473, 4.4148], [0.4207, 2.2927, 1.9385], [0.3619, -2.4130, 3.6441], [2.7747, -0.2991, -2.5750], [-4.5466, -1.8754, -1.9913], [-4.3542, -0.8354, 0.2791], [4.0854, 1.5161, -2.8634], [-2.6058, -1.8302, -3.5684], [0.5844, -1.9412, 1.1966], [3.4972, 1.9657, -1.1772], [2.9983, 3.0231, -2.7274], [-0.4252, -0.7985, -2.8299], [-2.1979, 0.2142, 0.9796], [2.2355, 0.2809, -2.8274], [0.1223, -0.5044, 5.2437]]}